*A*
Here is a molecular structure, C17H19MnN5O4S2 from the OMol25 dataset. Energies are from the ωB97M-V functional and the def2-TZVPD basis.

The geometry in ORCA input format:
```
! RIJCOSX wB97M-V def2-TZVPD def2/J DEFGRID3
* xyz 0 6
Mn 0.15 -0.63 0.69
C -0.76 2.62 -1.92
C -0.17 1.71 -0.90
N -0.49 0.41 -0.87
N -1.68 -0.01 -1.46
C -2.61 -0.52 -0.61
N -3.67 -1.10 -1.18
S -2.46 -0.41 1.07
C 0.79 2.12 0.01
C 1.54 3.39 -0.09
C 2.31 3.68 1.15
C 2.57 2.71 2.05
C 1.99 1.40 1.90
N 1.14 1.16 0.96
H -0.20 2.51 -2.85
H -0.71 3.66 -1.61
H -1.80 2.36 -2.11
H -1.55 -0.49 -2.34
H -3.77 -1.17 -2.18
H -4.33 -1.57 -0.59
H 0.89 4.23 -0.36
H 2.70 4.68 1.28
H 3.19 2.91 2.91
H 2.19 0.60 2.60
C 8.43 3.78 -3.71
C 7.08 3.34 -3.23
C 6.73 3.43 -1.88
C 5.48 3.04 -1.44
C 4.56 2.55 -2.36
C 4.88 2.44 -3.70
C 6.14 2.83 -4.12
S 2.97 1.96 -1.79
O 2.52 3.43 -1.22
O 2.20 1.66 -3.00
N -0.23 -2.39 -0.04
C 0.21 -3.39 0.87
C 0.90 -2.84 2.12
O 1.30 -3.53 3.02
O 1.01 -1.51 2.10
H 9.13 3.88 -2.88
H 8.36 4.75 -4.20
H 8.84 3.08 -4.43
H 7.45 3.82 -1.17
H 5.21 3.12 -0.39
H 4.15 2.04 -4.38
H 6.40 2.75 -5.17
H 0.95 -4.04 0.35
H -0.59 -4.07 1.16
*
```

For the HOMO-LUMO gap (spin up / spin down), the calculation gives 7.38 / 7.32 eV. For the molar mass, the calculation gives 476.4 g mol⁻¹.

=====

*B*
Here is a molecular structure, C17H19MnN5O4S2 from the OMol25 dataset. Energies are from the ωB97M-V functional and the def2-TZVPD basis.

The geometry in ORCA input format:
```
! RIJCOSX wB97M-V def2-TZVPD def2/J DEFGRID3
* xyz 0 6
Mn -0.65 -1.02 1.35
C -2.70 2.88 2.55
C -2.20 1.62 1.92
N -1.76 0.60 2.57
N -1.70 0.63 3.91
C -1.23 -0.45 4.62
N -1.26 -0.24 5.96
S -0.66 -1.84 3.95
C -2.22 1.48 0.44
C -2.71 2.48 -0.39
C -2.75 2.24 -1.76
C -2.32 1.03 -2.26
C -1.82 0.10 -1.36
N -1.75 0.34 -0.06
H -3.02 2.75 3.58
H -3.57 3.26 2.01
H -1.93 3.65 2.52
H -1.89 1.49 4.40
H -1.88 0.43 6.37
H -0.99 -1.02 6.54
H -3.07 3.42 0.00
H -3.13 3.01 -2.43
H -2.35 0.80 -3.31
H -1.45 -0.87 -1.68
C 3.15 0.10 -5.02
C 2.92 -0.10 -3.54
C 3.72 -0.96 -2.80
C 3.49 -1.16 -1.45
C 2.44 -0.51 -0.82
C 1.64 0.37 -1.54
C 1.88 0.57 -2.89
S 2.10 -0.85 0.89
O 3.39 -0.93 1.53
O 1.23 0.26 1.37
N 1.18 -2.09 0.98
C 1.04 -3.14 0.00
C -0.45 -3.53 -0.14
O -0.73 -4.55 -0.75
O -1.30 -2.70 0.38
H 4.16 -0.18 -5.30
H 2.99 1.14 -5.31
H 2.46 -0.52 -5.60
H 4.54 -1.47 -3.29
H 4.13 -1.82 -0.87
H 0.85 0.90 -1.03
H 1.26 1.26 -3.45
H 1.61 -4.04 0.23
H 1.34 -2.82 -1.00
*
```

For the HOMO-LUMO gap (spin up / spin down), the calculation gives 6.29 / 6.83 eV. For the molar mass, the calculation gives 476.4 g mol⁻¹.

=====

The data favor *B*; the next most stable structure lies 83.2 kcal/mol above it.

=====

*A*
Here is 2 unconnected molecules or ions with the total composition C4H15N2O from the OMol25 dataset. Energies are from the ωB97M-V functional and the def2-TZVPD basis.

The geometry in ORCA input format:
```
! RIJCOSX wB97M-V def2-TZVPD def2/J DEFGRID3
* xyz 2 2
C 2.35 -0.74 -0.79
N 0.97 -1.17 -1.18
C 0.82 -1.23 -2.67
H 2.45 -0.77 0.29
H 3.07 -1.40 -1.26
H 2.49 0.28 -1.15
H 0.26 -0.51 -0.79
H 0.77 -2.09 -0.79
H 1.01 -0.23 -3.06
H -0.19 -1.54 -2.93
H 1.56 -1.91 -3.06
C -1.68 0.81 0.77
O -1.34 0.32 -0.53
C -0.46 0.81 1.71
N -0.81 1.35 2.98
H -2.04 1.84 0.68
H -2.47 0.20 1.21
H -2.10 0.56 -1.08
H -0.09 -0.22 1.87
H 0.36 1.40 1.29
H -0.07 1.52 3.67
H -1.64 0.96 3.45
*
```

For the HOMO-LUMO gap (spin up / spin down), the calculation gives 12.63 / 7.05 eV. For the molar mass, the calculation gives 107.2 g mol⁻¹.

=====

*B*
Here is 2 unconnected molecules or ions with the total composition C4H15N2O from the OMol25 dataset. Energies are from the ωB97M-V functional and the def2-TZVPD basis.

The geometry in ORCA input format:
```
! RIJCOSX wB97M-V def2-TZVPD def2/J DEFGRID3
* xyz 2 2
N 0.20 0.79 1.67
C -0.55 -0.36 0.93
C -2.05 -0.09 1.00
C -0.05 -0.36 -0.54
N 0.03 -1.68 -1.13
C 1.00 -1.98 -2.20
H 0.98 0.41 2.21
H -0.49 1.24 2.25
H 0.55 1.45 0.95
H -0.18 -1.28 1.38
H -2.62 -0.19 0.09
H -2.48 -0.62 1.86
H -2.21 0.94 1.36
H 0.95 0.07 -0.62
H -0.74 0.25 -1.14
H -0.85 -2.13 -1.39
H 1.30 -3.01 -2.01
H 1.84 -1.29 -2.04
H 0.63 -1.72 -3.20
H 1.58 2.84 -0.47
H 1.90 3.71 0.62
O 1.25 3.01 0.42
*
```

For the HOMO-LUMO gap (spin up / spin down), the calculation gives 12.87 / 7.62 eV. For the molar mass, the calculation gives 107.2 g mol⁻¹.

=====

The data favor *A*; the next most stable structure lies 4.7 kcal/mol above it.

=====

*A*
Here is a gas-phase ion, C4H11N2O2 (charge +1) from the OMol25 dataset. Energies are from the ωB97M-V functional and the def2-TZVPD basis.

The geometry in ORCA input format:
```
! RIJCOSX wB97M-V def2-TZVPD def2/J DEFGRID3
* xyz 1 1
N 1.65 -0.89 1.13
C 1.68 -1.09 -0.33
C 0.25 -0.99 -0.89
N -0.06 0.42 -1.17
C -1.35 0.93 -0.74
C -1.45 1.31 0.71
O -2.65 1.71 1.02
O -0.54 1.40 1.50
H 1.08 -1.59 1.53
H 2.56 -0.94 1.55
H 1.19 0.01 1.33
H 2.10 -2.09 -0.55
H 2.23 -0.25 -0.73
H -0.53 -1.28 -0.19
H 0.15 -1.66 -1.76
H 0.08 0.74 -2.05
H -1.52 1.90 -1.23
H -2.21 0.37 -1.08
H -2.66 1.97 1.95
*
```

For the HOMO-LUMO gap, the calculation gives 10.20 eV. For the molar mass, the calculation gives 119.1 g mol⁻¹.

=====

*B*
Here is a gas-phase ion, C4H11N2O2 (charge +1) from the OMol25 dataset. Energies are from the ωB97M-V functional and the def2-TZVPD basis.

The geometry in ORCA input format:
```
! RIJCOSX wB97M-V def2-TZVPD def2/J DEFGRID3
* xyz 1 1
C -0.88 0.04 -0.20
C 0.80 1.21 0.50
C 0.78 0.54 -2.09
C -1.14 -1.38 0.50
N -0.68 1.20 0.68
N 0.55 0.10 -0.67
O 1.48 0.72 1.61
O -0.37 -1.53 1.66
H -1.52 0.07 -1.11
H 1.24 2.19 0.41
H -0.06 1.30 -2.35
H 1.65 1.12 -2.11
H 0.63 -0.28 -2.84
H -0.87 -2.18 -0.25
H -2.22 -1.44 0.66
H -0.86 0.85 1.67
H 1.07 -0.68 -0.66
H 1.19 -0.02 2.11
H -0.79 -1.85 2.47
*
```

For the HOMO-LUMO gap, the calculation gives 11.68 eV. For the molar mass, the calculation gives 119.1 g mol⁻¹.

=====

The data favor *A*; the next most stable structure lies 60.7 kcal/mol above it.

=====

*A*
Here is 3 unconnected molecules or ions with the total composition C4H13N3 from the OMol25 dataset. Energies are from the ωB97M-V functional and the def2-TZVPD basis.

The geometry in ORCA input format:
```
! RIJCOSX wB97M-V def2-TZVPD def2/J DEFGRID3
* xyz 2 1
C -3.43 -1.62 -0.91
C -4.32 -0.46 -0.39
C -3.61 0.00 0.87
N 5.91 0.12 -0.69
C 5.47 0.75 0.46
N 4.45 1.47 0.41
N -2.19 -1.01 -1.03
H -3.45 -2.54 -0.29
H -3.82 -1.92 -1.89
H -5.35 -0.76 -0.15
H -4.37 0.20 -1.26
H -3.50 -0.89 1.50
H -3.88 0.89 1.41
H 6.70 -0.51 -0.74
H 5.41 0.51 -1.47
H 6.10 0.35 1.26
H 4.25 3.54 1.72
H 3.55 3.37 1.94
H -1.37 -1.61 -1.25
H -2.52 0.14 0.51
*
```

For the HOMO-LUMO gap, the calculation gives 6.48 eV. For the molar mass, the calculation gives 103.2 g mol⁻¹.

=====

*B*
Here is 2 unconnected molecules or ions with the total composition C4H13N3 from the OMol25 dataset. Energies are from the ωB97M-V functional and the def2-TZVPD basis.

The geometry in ORCA input format:
```
! RIJCOSX wB97M-V def2-TZVPD def2/J DEFGRID3
* xyz 2 1
C -1.01 -0.42 0.16
C -0.45 0.78 -0.45
C 0.91 0.08 -0.42
C 1.42 -0.43 0.74
N 2.61 -1.05 0.83
N 1.78 0.29 -1.60
N -3.22 0.41 0.69
H -1.45 -1.26 -0.34
H -1.20 -0.38 1.23
H -0.77 0.88 -1.49
H -0.45 1.72 0.10
H 1.01 0.02 1.64
H 2.99 -1.25 1.75
H 2.72 -1.88 0.25
H 2.78 0.13 -1.39
H 1.71 1.25 -1.94
H 1.53 -0.38 -2.34
H -3.61 1.36 0.60
H -3.97 -0.15 0.28
H -3.33 0.27 1.70
*
```

For the HOMO-LUMO gap, the calculation gives 9.06 eV. For the molar mass, the calculation gives 103.2 g mol⁻¹.

=====

The data favor *B*; the next most stable structure lies 176.9 kcal/mol above it.

=====

*A*
Here is a molecular structure, C2H4INO2 from the OMol25 dataset. Energies are from the ωB97M-V functional and the def2-TZVPD basis.

The geometry in ORCA input format:
```
! RIJCOSX wB97M-V def2-TZVPD def2/J DEFGRID3
* xyz 0 3
C 0.13 0.17 -0.76
C -0.99 -0.26 0.16
N -1.18 -2.10 0.01
O -0.29 -2.64 -0.58
O -2.19 -2.61 0.39
I -2.98 0.43 0.04
H -0.18 -0.17 -1.85
H 1.04 -0.39 -0.50
H 0.11 1.35 -0.71
H -0.76 -0.18 1.20
*
```

For the HOMO-LUMO gap (spin up / spin down), the calculation gives 6.55 / 6.49 eV. For the molar mass, the calculation gives 201.0 g mol⁻¹.

=====

*B*
Here is 2 unconnected molecules or ions with the total composition C2H4INO2 from the OMol25 dataset. Energies are from the ωB97M-V functional and the def2-TZVPD basis.

The geometry in ORCA input format:
```
! RIJCOSX wB97M-V def2-TZVPD def2/J DEFGRID3
* xyz 0 3
C -0.56 -0.48 1.41
C 0.03 -1.43 0.71
N 1.06 1.51 -1.58
O -0.26 1.28 -1.04
O 1.99 1.34 -0.84
I -0.85 -2.20 -1.00
H -0.82 1.77 -1.67
H -0.14 0.04 2.16
H -1.59 -0.27 1.18
H 1.14 -1.57 0.67
*
```

For the HOMO-LUMO gap (spin up / spin down), the calculation gives 8.95 / 6.73 eV. For the molar mass, the calculation gives 201.0 g mol⁻¹.

=====

*C*
Here is C2H4INO2 in the gas phase from the OMol25 dataset. Energies are from the ωB97M-V functional and the def2-TZVPD basis.

The geometry in ORCA input format:
```
! RIJCOSX wB97M-V def2-TZVPD def2/J DEFGRID3
* xyz 0 3
C -0.41 0.52 0.09
C -0.39 0.13 1.52
N 0.36 -0.75 -0.89
O -0.83 1.49 -0.51
O 1.69 -0.49 -1.09
I -0.95 -0.85 -2.63
H -0.99 -0.76 1.52
H 0.59 -0.01 1.83
H -0.84 0.92 2.14
H 1.77 -0.20 -1.98
*
```

For the HOMO-LUMO gap (spin up / spin down), the calculation gives 7.04 / 6.80 eV. For the molar mass, the calculation gives 201.0 g mol⁻¹.

=====

The data favor *C*; the next most stable structure lies 20.9 kcal/mol above it.